{
  "formula": "C2H8NS2",
  "method": "ωB97M-V with the def2-TZVPD basis set",
  "total_energy_ev": -25352.64888,
  "charge": 1,
  "multiplicity": 3,
  "e_homo_ev": [-9.9, -13.6],
  "de_lowest_kj_mol": 0.0,
  "s2": 2.009,
  "orbital_gap_ha": [0.2362, 0.2242],
  "lumo_energy_ev": [-3.50, -7.49],
  "elements": ["C", "C", "N", "S", "S", "H", "H", "H", "H", "H", "H", "H", "H"],
  "xyz": [[1.14654, -0.93360, 0.54787], [-0.02906, 0.04537, 0.11952], [0.57532, 1.03008, -0.91541], [-3.00423, 0.35434, 0.51615], [-1.54502, -0.65729, -0.59999], [1.69643, -0.97511, -0.34338], [0.69716, -1.88239, 0.82134], [1.78915, -0.43644, 1.24902], [-0.45066, 0.66825, 0.90293], [1.60239, 1.34752, -0.92601], [0.63305, 0.43461, -1.66072], [-0.08812, 1.70572, -1.00022], [-3.02298, -0.70107, 1.28891]],
  "lowdin_charge": [-0.031, -0.651, 0.171, 0.486, 0.487, 0.054, 0.089, 0.087, 0.063, 0.223, 0.088, 0.106, -0.172]
}